ORCA calculation (ωB97M-V with the def2-TZVPD basis set) on C5H8FNS in the gas phase in a non-equilibrium geometry.

Structure (XYZ):
```
16
Properties=species:S:1:pos:R:3
F -0.12424 -1.37959 1.56315
S 2.90136 -0.02956 -0.12312
H -1.46936 -1.93537 -0.57621
H 1.28066 1.81143 -0.02553
C -1.30003 0.45274 -0.61514
H 0.98294 1.31166 1.70797
H -0.25344 -1.33113 -1.78130
H -0.90661 1.19451 -1.42797
C 0.69360 1.10492 0.72177
N -0.78615 1.11156 0.74423
H -0.86640 2.10719 0.62840
C 0.43614 -1.37121 0.16605
H 1.06979 -2.17260 0.03457
H -2.39519 0.47897 -0.55247
C 1.40998 -0.28720 0.36941
C -0.67305 -1.06633 -0.83381
```

Output
Multiplicity: 1
Relative energy (zero: lowest compared OMol25 entry of this formula, charge and spin) (kcal/mol): 57.0
Gap between HOMO and LUMO (eV): 8.30
Molecular weight (g/mol): 133.19
HOMO (eV): -8.76